1.
ORCA calculation (ωB97M-V/def2-TZVPD) on a cluster of 9 separate species, C46H106N4O14 in total in a non-equilibrium geometry.

CARTESIAN COORDINATES (ANGSTROEM)
C  -20.487  -2.072  -13.024
C  -20.459  -3.529  -12.589
C  -20.668  -4.384  -13.828
C  -20.338  -5.863  -13.664
C  -18.978  -6.039  -13.018
C  -18.775  -5.219  -11.744
N  -19.151  -3.830  -12.009
O  -18.964  -3.053  -10.838
C  -19.571  -5.860  -10.579
C  -17.290  -5.273  -11.401
C  -21.651  -3.766  -11.631
H  -20.369  -1.417  -12.159
H  -21.444  -1.856  -13.499
H  -19.656  -1.868  -13.702
H  -21.664  -4.269  -14.272
H  -20.073  -4.016  -14.682
H  -20.359  -6.424  -14.598
H  -21.103  -6.300  -13.012
H  -18.195  -5.794  -13.746
H  -18.805  -7.081  -12.737
H  -20.430  -6.423  -10.947
H  -18.961  -6.561  -10.009
H  -19.945  -5.100  -9.895
H  -16.694  -4.695  -12.111
H  -17.050  -4.950  -10.389
H  -16.933  -6.303  -11.496
H  -21.492  -3.268  -10.677
H  -21.907  -4.816  -11.520
H  -22.527  -3.310  -12.104
H  -18.239  -2.461  -11.060
C  -19.255  -5.848  -17.627
C  -20.331  -4.975  -18.274
C  -21.670  -5.311  -17.636
C  -22.738  -4.249  -17.815
C  -22.257  -2.871  -17.377
C  -20.906  -2.472  -17.965
N  -19.969  -3.587  -17.984
O  -18.774  -3.254  -18.676
C  -21.104  -1.831  -19.343
C  -20.272  -1.407  -17.060
C  -20.363  -5.235  -19.792
H  -18.356  -5.955  -18.242
H  -19.615  -6.872  -17.507
H  -18.929  -5.364  -16.705
H  -21.959  -6.189  -18.227
H  -21.662  -5.604  -16.585
H  -23.645  -4.561  -17.286
H  -23.124  -4.175  -18.841
H  -22.292  -2.722  -16.294
H  -23.043  -2.205  -17.741
H  -21.509  -2.513  -20.095
H  -21.847  -1.026  -19.322
H  -20.161  -1.427  -19.709
H  -19.262  -1.230  -17.438
H  -20.804  -0.458  -17.000
H  -20.120  -1.831  -16.065
H  -19.372  -5.092  -20.214
H  -21.061  -4.575  -20.308
H  -20.706  -6.263  -19.939
H  -18.206  -2.845  -18.006
C  -20.305  -4.888  -23.939
C  -20.062  -3.385  -24.203
C  -20.529  -2.642  -22.982
C  -20.134  -1.173  -22.933
C  -18.619  -1.067  -23.079
C  -18.030  -1.842  -24.266
N  -18.625  -3.187  -24.375
O  -18.152  -3.799  -25.562
C  -18.293  -0.968  -25.507
C  -16.533  -1.943  -24.075
C  -20.953  -3.046  -25.419
H  -19.803  -5.199  -23.016
H  -19.885  -5.478  -24.751
H  -21.363  -5.058  -23.738
H  -21.618  -2.708  -22.857
H  -20.186  -3.166  -22.081
H  -20.478  -0.753  -21.988
H  -20.621  -0.652  -23.764
H  -18.173  -1.446  -22.149
H  -18.345  -0.013  -23.152
H  -17.713  -0.048  -25.452
H  -17.974  -1.488  -26.417
H  -19.338  -0.714  -25.674
H  -16.057  -0.960  -24.080
H  -16.239  -2.374  -23.114
H  -16.076  -2.539  -24.866
H  -20.970  -1.971  -25.605
H  -21.990  -3.331  -25.247
H  -20.646  -3.549  -26.339
H  -18.772  -3.570  -26.267
C  -24.722  -7.749  -19.052
C  -26.101  -8.060  -19.640
C  -27.176  -7.129  -19.067
C  -26.968  -5.679  -19.488
C  -26.994  -5.611  -21.011
C  -26.113  -6.647  -21.751
N  -26.217  -7.941  -21.070
O  -25.573  -8.973  -21.793
C  -26.743  -6.821  -23.144
C  -24.676  -6.125  -21.903
C  -26.478  -9.467  -19.217
H  -23.928  -8.305  -19.560
H  -24.661  -8.119  -18.024
H  -24.467  -6.692  -19.044
H  -28.127  -7.469  -19.501
H  -27.294  -7.285  -17.992
H  -25.999  -5.390  -19.057
H  -27.666  -5.000  -18.997
H  -26.681  -4.611  -21.311
H  -28.039  -5.793  -21.277
H  -26.004  -7.272  -23.812
H  -27.648  -7.418  -23.070
H  -26.930  -5.852  -23.613
H  -24.672  -5.034  -22.027
H  -24.068  -6.270  -21.012
H  -24.148  -6.514  -22.773
H  -26.544  -9.574  -18.134
H  -25.831  -10.233  -19.644
H  -27.481  -9.739  -19.573
H  -26.314  -9.464  -22.159
C  -18.422  1.467  -18.739
C  -18.851  2.250  -17.535
O  -17.852  3.208  -17.227
O  -18.460  2.258  -19.918
H  -19.053  0.588  -18.839
H  -17.390  1.127  -18.576
H  -19.036  1.582  -16.681
H  -19.834  2.696  -17.746
H  -18.164  3.753  -16.499
H  -17.847  2.988  -19.791
C  -15.717  -4.324  -19.315
C  -16.033  -3.323  -20.389
O  -14.843  -2.959  -21.091
O  -14.670  -3.906  -18.439
H  -15.462  -5.311  -19.725
H  -16.629  -4.568  -18.755
H  -16.511  -2.435  -19.964
H  -16.719  -3.753  -21.118
H  -14.476  -2.179  -20.669
H  -13.844  -4.118  -18.882
C  -17.221  -8.883  -18.737
C  -16.425  -9.067  -17.494
O  -16.107  -10.430  -17.274
O  -18.553  -9.329  -18.513
H  -16.785  -9.418  -19.593
H  -17.217  -7.856  -19.132
H  -17.036  -8.680  -16.668
H  -15.500  -8.496  -17.548
H  -16.897  -10.935  -17.494
H  -18.934  -9.750  -19.287
C  -24.240  1.750  -17.813
C  -24.255  0.275  -17.462
O  -25.494  -0.138  -16.918
O  -25.319  2.111  -18.663
H  -23.263  1.987  -18.252
H  -24.365  2.366  -16.920
H  -23.444  0.092  -16.751
H  -24.045  -0.297  -18.376
H  -26.119  0.574  -17.097
H  -25.146  1.801  -19.557
C  -17.028  -3.094  -15.533
C  -16.270  -2.360  -14.449
O  -14.871  -2.537  -14.480
O  -16.729  -2.560  -16.830
H  -18.086  -2.989  -15.308
H  -16.702  -4.141  -15.547
H  -16.672  -2.653  -13.479
H  -16.530  -1.292  -14.556
H  -14.565  -2.232  -15.340
H  -16.002  -3.059  -17.220

Properties
**Relative energy (zero: lowest compared OMol25 entry of this formula, charge and spin)**: 0.00 kcal per mole
**SMILES**: CC1(C)CCCC(C)(C)N1O.CC1(C)CCCC(C)(C)N1O.CC1(C)CCCC(C)(C)N1O.CC1(C)CCCC(C)(C)N1O.OCCO.OCCO.OCCO.OCCO.OCCO

Atomic partial charges in e from the Löwdin method, atoms 1 to 4: -0.03 -0.52 -0.15 -0.17

=====

2.
ORCA calculation (ωB97M-V/def2-TZVPD) on a cluster of 9 separate species, C13H36O21S4 in total in a non-equilibrium geometry.

CARTESIAN COORDINATES (ANGSTROEM)
C  3.532  3.703  1.176
O  2.741  2.561  0.743
H  3.492  4.550  0.526
H  3.242  4.058  2.188
H  4.571  3.436  1.247
H  1.837  2.781  1.028
C  5.409  0.445  0.453
O  4.397  0.299  1.430
H  4.970  1.030  -0.374
H  6.194  1.081  0.870
H  5.833  -0.453  0.132
H  3.913  1.138  1.442
C  5.478  -2.751  3.601
O  4.210  -2.004  3.641
H  5.339  -3.625  4.311
H  5.611  -2.947  2.559
H  6.342  -2.175  3.945
H  4.364  -1.068  3.438
C  -1.887  0.578  -2.202
O  -1.370  -0.423  -3.128
H  -2.915  0.730  -2.283
H  -1.677  0.353  -1.141
H  -1.452  1.576  -2.372
H  -0.425  -0.406  -2.845
C  -0.161  -1.285  5.536
O  -0.929  -1.289  4.319
H  0.860  -1.369  5.120
H  -0.345  -0.302  5.989
H  -0.499  -2.004  6.276
H  -0.737  -2.113  3.910
C  -0.656  1.713  -5.192
C  0.339  1.119  -6.171
O  1.577  0.873  -5.378
S  1.564  1.798  -3.966
O  2.608  2.805  -4.012
O  1.468  0.990  -2.790
O  0.112  2.451  -4.275
H  -1.241  0.930  -4.697
H  -1.265  2.386  -5.785
H  0.561  1.914  -6.948
H  0.066  0.192  -6.595
C  -5.097  -2.346  -3.196
C  -4.315  -2.379  -1.903
O  -4.828  -1.192  -1.125
S  -6.417  -1.260  -1.242
O  -7.004  -0.009  -1.092
O  -6.933  -2.439  -0.594
O  -6.336  -1.642  -2.906
H  -5.418  -3.327  -3.527
H  -4.502  -1.847  -3.991
H  -3.288  -2.225  -2.049
H  -4.533  -3.212  -1.238
C  1.270  -0.671  1.547
C  1.690  -0.585  0.092
O  0.724  -1.264  -0.762
S  -0.083  -2.392  0.199
O  0.460  -3.737  0.150
O  -1.500  -2.228  -0.010
O  0.392  -1.852  1.624
H  0.725  0.141  1.995
H  2.114  -0.903  2.146
H  2.613  -1.107  -0.089
H  1.862  0.439  -0.180
C  -2.944  0.425  1.625
C  -3.117  1.129  2.918
O  -2.454  2.380  2.810
S  -1.355  2.327  1.598
O  -0.032  2.452  2.165
O  -1.777  3.227  0.642
O  -1.565  0.802  1.230
H  -3.644  0.763  0.883
H  -2.902  -0.672  1.688
H  -2.664  0.616  3.737
H  -4.216  1.313  3.125

Properties
**SMILES**: O=S1(=O)OCCO1.O=S1(=O)OCCO1.O=S1(=O)OCCO1.O=S1(=O)OCCO1.CO.CO.CO.CO.CO

Atomic partial charges in e from the Löwdin method, atoms 1 to 4: -0.10 -0.14 0.07 0.10

=====

3.
ORCA calculation (ωB97M-V/def2-TZVPD) on the ion C3H10N3S with charge +1 in a non-equilibrium geometry.

CARTESIAN COORDINATES (ANGSTROEM)
C  -0.825  -0.814  0.588
C  1.291  -1.458  -0.402
C  1.862  1.278  0.502
N  0.125  -1.720  0.087
N  -1.685  -0.367  -0.477
N  -0.937  0.626  -1.202
S  2.423  -0.209  -0.334
H  -1.290  -1.350  1.388
H  -0.465  0.110  1.040
H  2.084  -2.163  -0.683
H  1.879  1.323  1.580
H  0.837  1.340  0.108
H  2.535  2.055  0.031
H  -0.276  -2.624  -0.062
H  -2.658  -0.129  -0.266
H  -1.535  1.491  -1.375
H  -0.819  0.232  -2.165

Properties
**Relative energy (zero: lowest compared OMol25 entry of this formula, charge and spin)**: 68.11 kcal per mole
**Charge**: +1

Atomic partial charges in e from the natural (NBO) method, atoms 1 to 4: -0.09 -0.01 -0.80 -0.48

=====

4.
ORCA calculation (ωB97M-V/def2-TZVPD) on the molecule C12H13NO2 in a non-equilibrium geometry.

CARTESIAN COORDINATES (ANGSTROEM)
C  0.698  -0.006  -1.654
N  2.000  0.042  -2.084
O  2.591  1.175  -1.930
O  2.670  -0.961  -2.560
H  0.180  -0.922  -1.919
H  0.215  0.997  -1.749
C  1.246  1.203  0.468
C  2.670  0.692  0.940
C  2.521  -0.800  0.899
C  1.256  -1.200  0.504
C  0.469  -0.065  0.047
C  -0.996  -0.092  0.159
C  -1.663  -1.352  0.215
C  -3.065  -1.423  0.266
C  -3.833  -0.259  0.353
C  -3.192  0.976  0.481
C  -1.786  1.071  0.424
H  0.697  1.490  1.420
H  1.375  2.067  -0.242
H  3.415  1.058  0.224
H  2.889  1.120  1.933
H  3.372  -1.476  1.153
H  0.879  -2.230  0.506
H  -1.084  -2.287  0.307
H  -3.537  -2.415  0.233
H  -4.909  -0.317  0.312
H  -3.783  1.889  0.618
H  -1.297  2.024  0.678

Properties
**Relative energy (zero: lowest compared OMol25 entry of this formula, charge and spin)**: 143.59 kcal per mole
**SMILES**: O=[N+]([O-])C[C@@]1(c2ccccc2)C=CCC1

Atomic partial charges in e from the natural (NBO) method, atoms 1 to 4: -0.30 0.46 -0.41 -0.37

=====

What E values result from the calculations? In sequence: -84040.173 -100396.475 -18569.919 -18235.076 eV.